{
  "formula": "C24H33N5O2S",
  "method": "ωB97M-V/def2-TZVPD",
  "species": ["O", "S", "O", "C", "C", "C", "C", "H", "H", "H", "H", "H", "H", "H", "H", "C", "C", "C", "N", "C", "H", "H", "H", "H", "H", "C", "C", "C", "N", "C", "H", "H", "H", "H", "H", "C", "C", "C", "N", "C", "H", "H", "H", "H", "H", "C", "C", "C", "N", "C", "H", "H", "H", "H", "H", "C", "C", "C", "N", "C", "H", "H", "H", "H", "H"],
  "positions_angstrom": [[-1.20907, 1.61838, -1.45325], [-1.68216, 0.26607, -1.10837], [-3.08890, -0.04388, -0.93683], [-0.95415, -0.90411, -2.26899], [0.00573, -1.78807, -1.52477], [-0.25401, -1.62078, 0.00501], [-0.74408, -0.17396, 0.34695], [-0.58225, -0.48273, -3.20292], [-1.76829, -1.59307, -2.49397], [0.05612, -2.73733, -2.05812], [0.99794, -1.35683, -1.65763], [0.58563, -1.85480, 0.65947], [-1.07238, -2.28001, 0.29445], [0.17283, 0.39918, 0.20953], [-1.12582, 0.13060, 1.32144], [-1.19879, -1.72372, 3.59787], [-2.49877, -1.40322, 3.25589], [-3.01007, -2.66196, 2.96830], [-2.09876, -3.64578, 2.95388], [-0.88957, -3.08754, 3.37340], [-0.52818, -1.03007, 4.08318], [-2.94407, -0.41932, 3.26420], [-4.00790, -3.01224, 2.74911], [-2.44203, -4.56889, 2.72994], [-0.05528, -3.77283, 3.40058], [-0.96233, 4.23488, 1.22698], [-2.21280, 4.07901, 0.54215], [-3.18956, 4.55569, 1.30562], [-2.65325, 5.13745, 2.44868], [-1.33803, 4.79042, 2.48818], [-0.05697, 3.75499, 0.88579], [-2.25926, 3.49557, -0.36551], [-4.25545, 4.57272, 1.13246], [-3.16780, 5.56731, 3.20403], [-0.86128, 5.08531, 3.41130], [4.08918, 0.77503, 2.14196], [3.11705, -0.01119, 2.63652], [2.62419, 0.56766, 3.86672], [3.40362, 1.65055, 3.99379], [4.33950, 1.83165, 3.03211], [4.63714, 0.66336, 1.21801], [2.79881, -0.95669, 2.22282], [1.79536, 0.46151, 4.55094], [3.29136, 2.29979, 4.75929], [4.95041, 2.71527, 2.92072], [-1.67320, -2.43164, -5.44312], [-0.33057, -2.98073, -5.33555], [-0.53583, -4.17815, -4.70113], [-1.88182, -4.42567, -4.42759], [-2.56648, -3.32734, -4.94510], [-1.90055, -1.41064, -5.71196], [0.59785, -2.55140, -5.68210], [0.23135, -4.79637, -4.25882], [-2.20709, -5.23286, -3.91499], [-3.62950, -3.21883, -4.78820], [4.05904, 1.61908, -1.11742], [3.31964, 2.80637, -1.20821], [2.11922, 2.44087, -1.90833], [2.30091, 1.07758, -2.34539], [3.46789, 0.56228, -1.85608], [4.97004, 1.41702, -0.57368], [3.34892, 3.78727, -0.75726], [1.29747, 3.10984, -2.11720], [1.61008, 0.69149, -2.97292], [3.64902, -0.48154, -2.06587]],
  "atomic_forces_ev_per_a": [[-1.07, -1.21, -0.15], [0.57, 1.97, 0.22], [0.64, 0.26, -0.24], [-1.34, -0.97, -0.01], [1.91, 1.79, 0.71], [-1.62, -0.91, 0.89], [1.98, -0.68, -1.69], [-0.12, 0.33, 0.32], [-0.44, 0.48, -0.42], [-0.26, -0.42, 0.91], [0.33, -0.02, -0.12], [0.10, -0.13, -0.35], [0.00, -0.34, 0.15], [-0.05, 0.55, -0.02], [-0.54, -0.69, -0.30], [3.04, -0.94, 0.47], [-0.59, -2.00, 0.10], [-2.52, 0.54, -1.13], [0.40, 1.29, 0.64], [-1.42, 0.24, -0.22], [0.35, 0.00, -0.37], [-0.24, -0.35, 0.12], [-0.25, 0.58, -0.18], [0.94, -0.03, 0.19], [0.32, 0.67, 0.37], [-1.57, 0.18, 2.32], [2.07, -1.14, -0.79], [-2.08, 1.60, 0.85], [-0.39, -1.51, -0.80], [1.23, 0.53, -1.22], [0.18, 0.35, 0.34], [-0.39, 0.28, -0.07], [0.08, 0.12, -0.02], [0.14, -0.27, -0.27], [0.75, -0.17, -0.34], [2.83, 2.09, -0.58], [-3.08, -1.55, 2.43], [1.16, -0.64, -2.50], [0.32, 2.13, 1.91], [-1.04, -1.15, -1.20], [-0.16, -0.30, 0.25], [-0.21, 0.12, -0.05], [0.15, -0.55, -0.21], [0.02, -0.09, -0.12], [-0.07, -0.17, 0.31], [0.91, 0.29, -0.19], [-2.10, -0.32, 0.46], [0.55, -0.59, 0.81], [1.53, 1.46, -1.09], [-0.38, -0.46, 1.01], [-0.18, -0.20, -0.40], [-0.10, -0.09, 0.19], [-0.13, -0.38, -0.30], [-0.17, 0.38, -0.31], [0.08, -0.06, -0.14], [1.06, -2.04, -0.58], [-3.58, -1.40, -1.19], [3.19, -1.26, 0.20], [-1.57, 3.32, 0.67], [-0.68, 2.06, 0.47], [0.08, 0.45, -0.13], [0.68, -0.24, 0.17], [-0.22, -0.62, -0.34], [0.39, -0.37, 0.23], [0.58, 0.19, 0.30]],
  "e_homo_ev": -7.813,
  "molar_mass_g_mol": 455.63
}

{
  "formula": "C24H34BrCaClF2KLiN6O9P",
  "method": "ωB97M-V/def2-TZVPD",
  "species": ["C", "C", "O", "N", "C", "N", "P", "N", "C", "F", "C", "C", "O", "C", "N", "C", "C", "C", "C", "N", "C", "H", "H", "H", "H", "H", "H", "H", "H", "H", "H", "H", "H", "H", "H", "H", "H", "H", "H", "H", "H", "Cl", "C", "O", "O", "O", "C", "C", "O", "C", "O", "O", "H", "H", "H", "H", "K", "C", "C", "N", "H", "H", "H", "Ca", "F", "C", "C", "C", "C", "C", "C", "H", "H", "H", "H", "H", "Br", "Li", "O", "H", "H"],
  "positions_angstrom": [[0.72183, -2.43174, 1.99383], [1.01053, -0.84184, 1.67182], [-0.23401, -0.08056, 1.39770], [-0.68123, -0.36851, 0.15527], [-0.46259, 0.50391, -0.89224], [-0.93705, 0.34813, -2.35236], [-0.86554, -1.29481, -3.04157], [0.47845, -2.12866, -2.68558], [0.06222, 1.11718, -3.24177], [-0.36871, 1.41869, -4.63858], [0.72673, 2.30703, -2.32483], [2.39171, 2.19144, -2.27318], [2.68679, 1.16704, -1.25494], [3.83748, 1.53370, -0.41332], [0.26691, 1.82757, -0.95676], [-0.16931, 2.91671, 0.01893], [0.93559, 3.92966, 0.65265], [0.21173, 4.99436, 1.64729], [-1.36741, 4.89732, 1.90673], [-2.41393, 3.99053, 1.35828], [-1.71292, 3.06960, 0.42183], [0.25246, -2.96887, 1.06560], [-0.04855, -2.44110, 2.90404], [1.70170, -3.02897, 2.30257], [1.74675, -0.71808, 0.76742], [1.55784, -0.39867, 2.63104], [-1.20534, -1.25664, -0.05951], [-2.09856, -1.96856, -2.64609], [-0.87559, -1.14979, -4.50253], [0.95098, -2.32258, -3.61944], [0.98773, 0.37288, -3.35875], [0.47150, 3.42806, -2.54290], [2.86310, 3.24561, -2.05922], [2.76632, 1.73768, -3.31144], [4.00706, 2.68461, -0.28510], [3.62903, 1.09424, 0.67351], [4.79414, 0.95884, -0.83588], [2.07487, 3.88595, 0.39080], [0.85078, 5.83318, 2.17670], [-1.80157, 5.69772, 2.68253], [-2.45126, 2.30435, -0.12610], [1.24874, 2.93084, -4.34624], [3.05727, -3.95695, -1.20085], [3.26193, -4.34904, -2.33934], [3.23216, -2.79919, -0.80371], [2.64360, -4.65719, -0.26963], [-4.33094, -3.28313, 1.93345], [-5.38130, -3.35948, 0.87330], [-4.84703, -2.56909, -0.17166], [-3.49243, -2.55139, -0.00313], [-2.70271, -2.10526, -0.81860], [-3.13721, -3.09871, 1.19592], [-4.27848, -4.19530, 2.53413], [-4.47079, -2.42552, 2.59980], [-5.52977, -4.37991, 0.50455], [-6.34191, -2.95986, 1.20973], [-3.54191, -1.31556, -3.17276], [-8.36378, -2.05009, -4.32663], [-7.38146, -2.44272, -5.35091], [-6.60539, -2.75291, -6.16020], [-9.27936, -1.65118, -4.77604], [-8.65483, -2.89893, -3.69886], [-7.96666, -1.27650, -3.66079], [-1.37936, 0.82669, -6.65682], [6.37975, 1.12082, 1.80425], [5.80457, 1.58193, 2.92280], [6.40009, 2.62963, 3.61658], [5.79883, 3.11346, 4.77846], [4.61326, 2.53625, 5.24000], [4.02593, 1.48169, 4.53936], [4.62145, 1.00560, 3.37157], [7.32536, 3.05993, 3.24756], [6.25232, 3.93737, 5.32387], [4.14702, 2.91098, 6.14872], [3.10539, 1.03132, 4.90276], [4.17373, 0.19259, 2.80971], [5.22064, 2.63434, -2.43067], [3.42064, -6.10072, -3.42807], [-3.85086, -2.92871, 5.13266], [-3.35747, -2.93681, 4.29861], [-4.12974, -2.00588, 5.23065]],
  "atomic_forces_ev_per_a": [[-0.56, 0.51, 0.29], [2.49, -1.63, 0.55], [0.83, -0.39, 0.54], [-0.21, 1.42, -4.05], [1.68, 4.08, -2.02], [0.32, -1.55, 0.93], [4.86, -2.53, 0.41], [-1.82, 0.87, -1.67], [3.77, -0.44, 1.52], [-3.00, -2.88, 2.55], [0.34, -0.47, 0.14], [-0.58, -1.61, -0.23], [1.38, 2.36, 0.52], [-0.10, -1.38, 1.25], [-4.36, -1.92, 3.75], [-0.20, 2.08, 2.59], [-5.53, 0.15, 1.01], [-1.29, -2.89, -2.08], [0.70, -0.24, -0.34], [7.92, -0.11, -1.77], [0.86, 0.20, 0.08], [0.95, 0.96, 1.73], [1.65, -0.17, -1.95], [-2.08, 1.56, -0.81], [-1.53, -0.22, 1.56], [-1.71, -0.48, -2.12], [0.77, 1.04, 0.63], [5.05, -0.10, 0.51], [-1.13, 0.48, 0.91], [-0.42, 0.31, 1.69], [-2.01, 1.62, -0.31], [-0.40, -2.43, 1.41], [-1.18, -2.19, -0.44], [-0.69, 1.27, 2.62], [-0.42, -2.25, -0.31], [0.29, 0.72, -2.05], [-1.89, 1.39, 1.11], [-2.48, 0.10, 0.60], [-1.62, -1.97, -1.17], [1.09, -1.97, -1.95], [1.80, 1.79, 1.28], [2.76, 4.11, -4.98], [-0.36, 0.26, 1.33], [0.74, -2.21, -4.22], [0.56, 2.81, 0.26], [-0.98, -2.04, 1.67], [-0.51, -0.29, 1.26], [-1.33, -0.80, 0.53], [1.98, 0.58, -0.67], [-0.13, -0.49, 0.98], [-1.27, -0.50, 1.23], [0.25, 0.96, -2.23], [0.16, 0.19, -0.15], [0.00, -0.09, -0.17], [0.05, 0.15, 0.00], [0.21, 0.04, -0.24], [-5.70, 1.88, -1.77], [-0.20, 0.03, 0.15], [0.81, -0.34, -0.88], [-1.12, 0.54, 1.44], [0.28, -0.10, -0.11], [0.17, 0.02, -0.26], [0.07, -0.11, -0.25], [0.24, 0.29, 0.22], [-0.01, -0.02, -0.04], [-0.34, 0.31, 0.70], [0.03, 0.02, -0.03], [-0.28, -0.37, -0.16], [0.01, 0.03, -0.01], [0.35, 0.26, -0.09], [-0.02, -0.02, -0.02], [-0.11, -0.08, -0.01], [-0.05, -0.17, -0.12], [0.09, -0.08, -0.17], [0.15, 0.06, -0.07], [0.13, 0.02, 0.03], [1.75, 0.61, -1.25], [-0.07, 1.39, 1.04], [-0.03, 0.31, -0.53], [0.05, 0.00, 0.55], [0.11, -0.27, 0.15]],
  "total_charge": 1,
  "e_homo_ev": -7.622,
  "molar_mass_g_mol": 821.01
}

{
  "formula": "C24H34Cl3FeGeN5P",
  "method": "ωB97M-V/def2-TZVPD",
  "species": ["Fe", "N", "C", "C", "N", "C", "C", "N", "C", "C", "N", "H", "H", "H", "H", "H", "H", "H", "H", "H", "H", "H", "H", "H", "H", "H", "H", "H", "H", "N", "C", "C", "C", "C", "C", "C", "P", "C", "C", "C", "C", "C", "C", "C", "C", "C", "C", "C", "C", "H", "H", "H", "H", "H", "H", "H", "H", "H", "H", "H", "H", "H", "H", "H", "H", "Cl", "Ge", "Cl", "Cl"],
  "positions_angstrom": [[-0.33286, -0.08735, -1.33118], [0.87119, -2.20109, -1.02498], [0.00683, -3.19560, -0.33755], [-1.29997, -2.56525, 0.13369], [-1.90191, -1.74960, -0.91917], [-3.06680, -1.02295, -0.38591], [-3.61911, -0.01281, -1.38136], [-2.49735, 0.76791, -1.94929], [-2.21842, -2.53575, -2.12121], [-1.04189, -2.66066, -3.08644], [-0.38536, -1.36078, -3.28682], [1.28309, -2.61809, -1.85365], [1.65248, -1.96469, -0.42294], [0.49924, -3.63494, 0.53118], [-0.20192, -4.01808, -1.01759], [-1.09591, -1.90296, 0.97519], [-1.98064, -3.34992, 0.48647], [-2.72006, -0.47012, 0.49223], [-3.85755, -1.71027, -0.06348], [-4.31459, 0.62880, -0.84187], [-4.19357, -0.49162, -2.17164], [-2.61167, 1.74724, -1.71574], [-2.50578, 0.72829, -2.96395], [-3.03459, -2.04909, -2.65099], [-2.55473, -3.54205, -1.84984], [-1.42786, -3.06587, -4.02393], [-0.30376, -3.36846, -2.72131], [0.51637, -1.49090, -3.73667], [-0.93670, -0.79806, -3.93030], [-0.12051, 2.41125, -0.75143], [-0.69199, 2.62769, 0.55390], [-1.53651, 3.69511, 0.81580], [-2.01560, 3.89293, 2.10328], [-1.63349, 3.04642, 3.13398], [-0.79420, 1.97196, 2.87653], [-0.34000, 1.74553, 1.58275], [0.66235, 0.35514, 0.99948], [2.24555, 1.16674, 0.58933], [2.90996, 1.96212, 1.52075], [4.07369, 2.62099, 1.15576], [4.57507, 2.49579, -0.13486], [3.92229, 1.70095, -1.06566], [2.76220, 1.03442, -0.70053], [1.03625, -0.73999, 2.39526], [2.33832, -1.19391, 2.61351], [2.59417, -2.10491, 3.62770], [1.55846, -2.57960, 4.41957], [0.25877, -2.14068, 4.20109], [-0.00460, -1.23560, 3.18637], [-0.52674, 3.05958, -1.41891], [0.87984, 2.60808, -0.72477], [-1.79483, 4.38913, 0.02318], [-2.67359, 4.72743, 2.30441], [-1.99343, 3.21921, 4.13894], [-0.50110, 1.31094, 3.68096], [2.51607, 2.06792, 2.52473], [4.58975, 3.24073, 1.87688], [5.48043, 3.01808, -0.41290], [4.31564, 1.60033, -2.06939], [2.25575, 0.38244, -1.41513], [3.15648, -0.82517, 2.00750], [3.60752, -2.44113, 3.80205], [1.76360, -3.28811, 5.21075], [-0.54881, -2.50413, 4.82262], [-1.02131, -0.89581, 3.02244], [0.72872, 3.85570, -3.95001], [0.40898, 1.73499, -3.69967], [-1.27456, 1.28707, -5.07374], [2.10518, 0.71513, -4.60349]],
  "atomic_forces_ev_per_a": [[-0.85, -0.85, -0.17], [0.23, 0.30, 0.55], [-0.13, -0.07, 0.31], [0.37, -0.05, 0.02], [0.11, 0.47, -0.12], [-0.13, -0.05, -0.06], [0.07, -0.20, 0.29], [0.53, -0.03, 0.14], [0.15, -0.06, -0.09], [-0.19, -0.13, -0.02], [-0.24, 0.73, 0.02], [0.08, 0.08, 0.12], [0.11, -0.11, 0.07], [0.11, 0.06, -0.03], [0.05, -0.05, 0.15], [-0.05, -0.10, 0.02], [-0.02, 0.01, -0.07], [0.00, -0.08, 0.08], [0.01, 0.02, 0.02], [0.01, 0.09, -0.09], [0.03, 0.04, -0.04], [0.01, 0.05, 0.01], [-0.09, 0.08, -0.03], [-0.04, -0.05, 0.01], [-0.13, 0.04, 0.00], [0.08, 0.03, -0.04], [-0.15, 0.03, -0.26], [-0.02, 0.11, -0.09], [0.05, -0.16, -0.25], [-0.23, -0.08, -0.03], [-0.09, 0.09, 0.26], [0.01, -0.01, -0.14], [-0.02, 0.01, 0.00], [-0.01, -0.02, 0.01], [-0.05, 0.03, -0.02], [0.04, -0.20, -0.27], [0.44, 0.37, -0.01], [-0.03, -0.23, 0.02], [-0.01, 0.02, -0.06], [0.02, 0.03, 0.01], [0.00, 0.01, 0.05], [0.02, -0.04, -0.17], [-0.03, -0.11, 0.21], [-0.17, -0.15, -0.17], [-0.04, 0.10, -0.06], [0.00, -0.07, 0.02], [0.03, 0.03, 0.00], [-0.03, -0.03, 0.00], [0.02, 0.07, -0.01], [0.00, 0.14, 0.05], [-0.01, -0.01, -0.06], [-0.01, 0.02, 0.02], [0.01, 0.00, 0.00], [0.01, 0.01, 0.00], [0.01, 0.01, 0.00], [0.00, 0.02, 0.00], [0.00, -0.01, 0.00], [0.00, 0.00, -0.01], [0.00, -0.01, 0.02], [0.11, 0.07, -0.07], [0.01, 0.01, 0.02], [0.00, 0.00, -0.01], [0.00, 0.01, 0.00], [0.00, 0.00, -0.01], [-0.02, -0.02, 0.04], [-0.08, -0.42, 0.33], [0.14, -0.02, -1.02], [0.27, 0.14, 0.33], [-0.23, 0.09, 0.29]],
  "total_charge": 2,
  "e_homo_ev": [-14.202, -14.472],
  "molar_mass_g_mol": 658.36,
  "spin_multiplicity": 6
}